5 unconnected molecules or ions with the total composition C40H106ClN2O5Si8, computed with wB97M-V/def2-TZVPD.

```
162
Properties=species:S:1:pos:R:3:forces:R:3
C -0.728111 -5.046903 -2.359270 0.1 0.0 -0.2
C -0.303155 -3.827570 -1.545893 -0.1 0.0 0.0
C 0.460976 -2.809099 -2.428865 -0.1 -0.3 0.5
C 0.513208 -4.235130 -0.305051 0.0 0.3 0.0
C 0.108589 -3.503566 0.989866 -0.3 -0.4 0.2
C -0.828981 -4.376241 1.850988 0.2 0.0 -0.1
C 1.333221 -3.153949 1.814975 -0.1 0.3 0.0
O 2.077617 -2.061122 1.257843 0.3 -0.3 0.0
C 1.877075 -0.804982 1.830539 -0.3 0.1 0.2
C 3.115852 0.044375 1.668482 0.1 -0.1 -0.2
C 2.971399 1.309603 2.498745 0.2 0.2 -0.1
N 1.531880 1.737496 2.634680 0.1 0.2 -0.2
C 1.423675 3.175035 3.153678 -0.4 0.3 0.5
N 0.360983 3.403698 4.081680 0.1 -0.8 -0.1
C 0.734421 1.464589 1.363716 -0.1 -0.2 0.2
C 1.287144 2.270349 0.185177 0.1 0.0 0.0
C 0.774271 1.827647 -1.180770 0.2 0.1 -0.1
C -0.727859 1.918759 -1.435864 0.2 -0.3 -0.4
Cl -1.558885 3.153456 -0.475122 -0.2 0.2 0.3
C 0.664986 -0.066506 1.226879 -0.1 -0.2 0.2
H -1.536648 -5.591128 -1.870575 0.1 -0.1 0.0
H 0.112726 -5.728830 -2.503060 0.0 0.0 0.0
H -1.070038 -4.753104 -3.352854 -0.1 0.0 0.0
H -1.223518 -3.356831 -1.187418 0.0 0.1 0.0
H 1.387036 -2.514704 -1.935103 0.1 0.2 -0.1
H 0.724357 -3.275510 -3.376759 0.0 0.2 -0.1
H -0.144398 -1.923733 -2.612680 0.1 0.1 -0.2
H 1.567989 -4.042089 -0.508461 0.1 -0.1 0.0
H 0.415020 -5.306031 -0.120884 0.0 -0.1 0.0
H -0.439652 -2.590147 0.748683 0.2 0.1 -0.1
H -1.355053 -5.109156 1.242081 -0.1 0.1 -0.1
H -1.567057 -3.784109 2.390686 0.0 0.0 0.1
H -0.250534 -4.949378 2.580032 0.0 0.0 0.0
H 1.996264 -4.021204 1.836529 0.1 0.1 0.0
H 1.059079 -2.940031 2.854523 0.0 0.2 0.0
H 1.691784 -0.905178 2.912822 0.4 -0.3 -0.6
H 3.254556 0.284575 0.613925 0.1 0.0 0.0
H 3.990102 -0.515036 1.996396 0.0 0.0 0.0
H 3.511940 2.137735 2.044506 -0.1 0.1 0.0
H 3.372251 1.186575 3.503919 -0.2 0.0 0.1
H 1.101537 1.165949 3.365549 0.1 0.0 0.0
H 2.360324 3.379086 3.664682 0.1 0.1 -0.2
H 1.302840 3.820872 2.289993 0.2 -0.1 -0.1
H -0.541117 3.044302 3.779209 0.0 0.4 -0.1
H 0.554451 2.992950 4.989767 0.0 0.2 0.0
H -0.274121 1.823608 1.574484 0.0 0.1 0.0
H 2.375446 2.231110 0.145845 0.0 -0.1 0.0
H 1.030897 3.321976 0.320861 0.0 0.0 0.0
H 1.295869 2.419502 -1.931911 0.0 0.1 0.0
H 1.078571 0.796773 -1.359334 0.0 0.0 -0.2
H -0.903601 2.194056 -2.471051 0.0 -0.1 -0.1
H -1.213238 0.958284 -1.278426 -0.2 0.1 0.3
H -0.232861 -0.419146 1.739729 -0.1 0.0 0.0
H 0.557656 -0.374835 0.191124 0.1 0.1 -0.1
O 0.116431 -1.258849 -8.213889 0.1 0.0 0.0
Si -0.742950 -2.155638 -7.140384 -0.2 -0.2 0.2
C -2.492825 -2.405560 -7.741946 0.1 0.1 0.0
C -0.782408 -1.281237 -5.483887 0.0 0.0 -0.1
C 0.071903 -3.815408 -6.918162 0.1 0.1 0.0
Si 0.097059 0.237854 -8.901102 0.0 0.3 -0.1
C 1.538744 0.404775 -10.063817 0.0 -0.1 0.0
C 0.236765 1.544095 -7.565389 0.0 -0.1 0.0
C -1.493395 0.493642 -9.845555 0.0 -0.1 0.1
H -3.053958 -1.468870 -7.747657 0.0 0.0 0.0
H -3.021786 -3.108931 -7.094842 0.0 0.0 0.0
H -2.502094 -2.807776 -8.756979 0.0 0.0 0.0
H 0.229883 -1.017343 -5.166010 0.0 0.0 0.0
H -1.219681 -1.934508 -4.726086 0.0 0.0 0.0
H -1.377532 -0.366593 -5.527599 0.0 0.0 0.0
H 1.093255 -3.721923 -6.543039 0.0 0.0 0.0
H 0.107418 -4.373776 -7.855190 0.0 0.0 0.0
H -0.500818 -4.404113 -6.196775 0.0 0.0 0.0
H 2.494060 0.282857 -9.549480 0.0 0.0 0.0
H 1.522419 1.400467 -10.513088 0.0 0.0 0.0
H 1.492374 -0.329135 -10.870264 0.0 0.0 0.0
H -0.656182 1.574231 -6.937449 0.0 0.0 0.0
H 0.361603 2.530882 -8.016578 0.0 0.0 0.0
H 1.099300 1.355926 -6.921074 0.0 0.0 0.0
H -2.356538 0.539163 -9.178176 0.0 0.0 0.0
H -1.660935 -0.319088 -10.555343 0.0 0.0 0.0
H -1.454855 1.429913 -10.406388 0.0 0.0 0.0
O -0.768030 -1.130140 7.489653 0.2 0.0 -0.1
Si -0.958438 -0.837302 5.896764 -0.3 -0.1 -0.1
C -1.810583 0.800877 5.617316 0.1 0.0 0.0
C -1.946950 -2.193260 5.080941 0.1 0.1 0.0
C 0.721704 -0.741551 5.065754 -0.1 0.1 0.2
Si -1.690185 -1.334796 8.850938 -0.3 -0.1 0.4
C -0.578044 -1.641179 10.307446 0.1 0.0 -0.1
C -2.834850 -2.792226 8.623628 0.1 0.0 -0.1
C -2.702848 0.205505 9.157226 0.1 0.0 -0.1
H -2.856577 0.768641 5.927138 0.0 0.0 0.0
H -1.792963 1.051384 4.553202 -0.1 0.0 0.0
H -1.322174 1.608767 6.167989 0.0 0.0 0.0
H -1.525557 -3.175997 5.302561 0.0 0.0 0.0
H -1.956467 -2.064097 3.995386 0.0 0.0 0.0
H -2.982621 -2.187689 5.424735 0.0 0.0 0.0
H 1.278237 -1.676063 5.158152 0.0 0.0 0.0
H 1.334879 0.058989 5.488682 0.0 0.0 0.1
H 0.569822 -0.543974 3.997232 -0.3 -0.1 0.5
H 0.023496 -2.542637 10.178007 0.0 0.0 0.0
H -1.192885 -1.772196 11.200613 0.0 0.0 0.0
H 0.099196 -0.803920 10.485602 0.0 0.0 0.0
H -3.596182 -2.597525 7.865418 0.0 0.0 0.0
H -3.349442 -3.011211 9.561471 0.0 0.0 0.0
H -2.282876 -3.686511 8.326468 0.0 0.0 0.0
H -3.463732 0.349741 8.386959 0.0 0.0 0.0
H -2.070827 1.096165 9.177525 0.0 0.0 0.0
H -3.213834 0.132938 10.119348 0.0 0.0 0.0
O 5.845980 -1.084972 -3.790790 0.0 0.1 0.1
Si 4.416162 -0.889482 -4.571137 -0.2 0.0 -0.3
C 3.550994 -2.530457 -4.766693 0.1 0.0 0.0
C 4.680882 -0.118997 -6.250605 0.0 0.0 0.1
C 3.318271 0.230326 -3.558869 0.0 0.0 0.1
Si 7.280567 -1.878229 -3.987425 0.3 -0.2 -0.1
C 8.387985 -1.510543 -2.536842 -0.1 0.1 0.0
C 8.113560 -1.309707 -5.558658 -0.1 0.0 0.0
C 6.980197 -3.720370 -4.076153 -0.1 0.1 0.0
H 4.085094 -3.180482 -5.462866 0.0 0.0 0.0
H 2.539434 -2.381545 -5.153090 0.0 0.0 0.0
H 3.477371 -3.050021 -3.808418 0.0 0.0 0.0
H 5.278078 0.792290 -6.176834 0.0 0.0 0.0
H 3.721925 0.138653 -6.707282 0.0 0.0 0.0
H 5.197570 -0.804002 -6.925674 0.0 0.0 0.0
H 3.765724 1.217111 -3.423266 0.0 0.0 0.0
H 3.124617 -0.202095 -2.573556 0.0 0.0 0.0
H 2.361147 0.355854 -4.072114 0.0 0.0 0.0
H 8.607005 -0.444488 -2.452852 0.0 0.0 0.0
H 9.334693 -2.039019 -2.669644 0.0 0.0 0.0
H 7.946932 -1.843151 -1.595101 0.0 0.0 0.0
H 7.562234 -1.627593 -6.445783 0.0 0.0 0.0
H 9.119316 -1.730496 -5.623699 0.0 0.0 0.0
H 8.201367 -0.221616 -5.588214 0.0 0.0 0.0
H 6.444876 -3.996879 -4.986731 0.0 0.0 0.0
H 6.392050 -4.065716 -3.222919 0.0 0.0 0.0
H 7.930490 -4.258404 -4.071725 0.0 0.0 0.0
O -5.094202 5.559319 4.109474 0.1 -0.1 0.1
Si -6.574635 5.096573 4.676643 -0.4 -0.1 0.1
C -6.426966 3.434151 5.523601 0.1 0.0 -0.1
C -7.786781 4.960659 3.262032 0.1 0.0 0.0
C -7.192025 6.354359 5.897586 0.1 0.0 0.0
Si -3.943355 5.036590 3.071749 0.2 0.1 -0.4
C -2.505633 6.221343 3.056431 -0.1 0.0 0.1
C -4.614336 4.878098 1.337907 0.0 0.1 0.1
C -3.285821 3.352611 3.561111 -0.1 -0.1 0.2
H -6.200298 2.637941 4.810960 0.0 0.0 0.0
H -7.365650 3.179512 6.020090 0.0 0.0 0.0
H -5.637547 3.447163 6.278828 0.0 0.0 0.0
H -7.805424 5.879362 2.671986 0.0 0.0 0.0
H -8.793928 4.784400 3.645516 0.0 0.0 0.0
H -7.536186 4.136270 2.591125 0.0 0.0 0.0
H -7.307030 7.338527 5.440043 0.0 0.0 0.0
H -6.520250 6.454939 6.751968 0.0 0.0 0.0
H -8.169060 6.039816 6.271182 0.0 0.0 0.0
H -2.806142 7.213568 2.715923 0.0 0.0 0.0
H -1.739898 5.847755 2.370655 0.0 0.0 0.0
H -2.051544 6.323791 4.044036 0.0 0.0 0.0
H -5.355199 4.080883 1.254709 0.0 0.0 0.0
H -3.784730 4.644614 0.667974 0.0 0.0 -0.1
H -5.075707 5.808877 1.002306 0.0 0.0 0.0
H -4.053875 2.584993 3.443796 0.0 -0.1 0.0
H -2.943251 3.330948 4.597305 0.0 0.0 0.0
H -2.448741 3.084067 2.908757 0.0 0.0 -0.1
```
Forces are in eV/Å.

Results
* spin multiplicity: 1
* E_HOMO: -11.50 eV
* net charge: +1

Results of the Mulliken charge analysis, in e, for atoms 1 through 99: number 1, C, carries -1.7921; number 2, C, carries 1.0475; number 3, C, carries -0.6920; number 4, C, carries -2.1712; number 5, C, carries 2.1932; number 6, C, carries -1.7097; number 7, C, carries -1.2819; number 8, O, carries -0.2520; number 9, C, carries 1.3548; number 10, C, carries -1.3672; number 11, C, carries -0.8823; number 12, N, carries 1.0914; number 13, C, carries -0.6272; number 14, N, carries -0.3686; number 15, C, carries 1.6237; number 16, C, carries -1.2373; number 17, C, carries -0.3640; number 18, C, carries -0.9165; number 19, Cl, carries -0.1132; number 20, C, carries -1.1246; number 21, H, carries 0.4164; number 22, H, carries 0.4342; number 23, H, carries 0.3516; number 24, H, carries 0.3743; number 25, H, carries 0.1451; number 26, H, carries 0.3753; number 27, H, carries -0.1444; number 28, H, carries 0.5304; number 29, H, carries 0.5887; number 30, H, carries -0.3168; number 31, H, carries 0.4438; number 32, H, carries 0.2175; number 33, H, carries 0.3755; number 34, H, carries 0.5294; number 35, H, carries 0.2674; number 36, H, carries -0.2120; number 37, H, carries 0.1508; number 38, H, carries 0.5891; number 39, H, carries 0.6081; number 40, H, carries 0.4538; number 41, H, carries -0.7171; number 42, H, carries 0.4726; number 43, H, carries 0.2269; number 44, H, carries -0.0299; number 45, H, carries 0.3357; number 46, H, carries -0.2179; number 47, H, carries 0.4154; number 48, H, carries 0.4993; number 49, H, carries 0.6172; number 50, H, carries -0.3076; number 51, H, carries 0.5513; number 52, H, carries 0.2265; number 53, H, carries -0.0857; number 54, H, carries 0.4681; number 55, O, carries -0.4132; number 56, Si, carries 0.3637; number 57, C, carries -1.0877; number 58, C, carries -0.4756; number 59, C, carries -0.8987; number 60, Si, carries 0.5201; number 61, C, carries -1.0021; number 62, C, carries -0.8379; number 63, C, carries -1.0565; number 64, H, carries 0.2954; number 65, H, carries 0.3629; number 66, H, carries 0.3019; number 67, H, carries -0.2288; number 68, H, carries 0.3510; number 69, H, carries 0.4595; number 70, H, carries 0.2135; number 71, H, carries 0.3502; number 72, H, carries 0.2552; number 73, H, carries 0.2465; number 74, H, carries 0.3082; number 75, H, carries 0.2918; number 76, H, carries 0.2816; number 77, H, carries 0.4234; number 78, H, carries 0.0676; number 79, H, carries 0.2921; number 80, H, carries 0.2994; number 81, H, carries 0.3704; number 82, O, carries -0.6745; number 83, Si, carries -0.1771; number 84, C, carries -0.7852; number 85, C, carries -0.9128; number 86, C, carries 0.3466; number 87, Si, carries 0.3928; number 88, C, carries -1.0550; number 89, C, carries -1.0219; number 90, C, carries -0.9831; number 91, H, carries 0.4980; number 92, H, carries 0.1636; number 93, H, carries 0.4135; number 94, H, carries 0.3564; number 95, H, carries 0.2783; number 96, H, carries 0.4247; number 97, H, carries 0.5158; number 98, H, carries 0.4365; number 99, H, carries -1.1204